(1)
Here is the molecule C27H36N2O6 from the OMol25 dataset. Energies are from the ωB97M-V functional and the def2-TZVPD basis.

ΔE to the lowest compared entry with this formula, charge and spin in kJ/mol: 303.05
Energy in Ha: -1611.37837
Total charge: 0
Strongest force on any atom in eV/Å: 0.7
E_LUMO in eV: 0.62
Gap between HOMO and LUMO in eV: 8.42
SMILES: CCCCN(C)C(=O)[C@H]1CCC(=O)N(c2cc(OC)c(OC)c(OC)c2)[C@@H]1c1ccc(OC)cc1

Element x y z (Å)
C -6.12791 -0.28826 2.38844
C -5.33255 -1.30788 1.58131
C -3.81977 -1.17679 1.76274
C -3.22071 0.09107 1.13791
N -3.42152 0.17999 -0.29493
C -4.37704 1.17191 -0.74471
C -2.78189 -0.54946 -1.23499
O -3.06606 -0.46150 -2.41804
C -1.64147 -1.47610 -0.81479
C -1.88830 -2.89843 -1.33891
C -0.65119 -3.46183 -2.04053
C 0.64304 -3.07867 -1.35561
O 1.50406 -3.88630 -1.07266
N 0.76396 -1.73768 -1.13655
C 2.00488 -1.18451 -0.74832
C 2.71495 -1.74120 0.30511
C 3.93848 -1.21573 0.69792
O 4.67028 -1.74080 1.72799
C 4.27013 -2.97663 2.27253
C 4.45676 -0.08293 0.04554
O 5.63915 0.53473 0.36664
C 6.73923 -0.25674 0.76394
C 3.70980 0.49021 -0.99347
O 4.15194 1.59335 -1.68624
C 4.30137 2.77317 -0.92031
C 2.51259 -0.07449 -1.40372
C -0.36421 -0.86911 -1.44555
C -0.20657 0.52845 -0.90146
C -0.49400 1.62239 -1.70152
C -0.39407 2.91558 -1.21720
C 0.00488 3.13479 0.09561
O 0.15631 4.35767 0.67469
C -0.05542 5.50499 -0.11240
C 0.27694 2.03603 0.91278
C 0.16484 0.75449 0.42157
H -7.19432 -0.45862 2.26119
H -5.91000 0.72953 2.07466
H -5.89226 -0.37643 3.44692
H -5.57639 -1.22187 0.52108
H -5.62773 -2.30969 1.90109
H -3.58303 -1.17003 2.82903
H -3.34636 -2.05414 1.32013
H -3.69199 0.96873 1.58230
H -2.15364 0.15091 1.37274
H -4.44147 1.10889 -1.82901
H -4.03721 2.17084 -0.46104
H -5.36218 0.99058 -0.31509
H -1.49217 -1.49525 0.26272
H -2.71691 -2.88312 -2.04946
H -2.16615 -3.55066 -0.50901
H -0.70054 -4.54926 -2.09673
H -0.60127 -3.07190 -3.06041
H 2.30469 -2.59992 0.80630
H 4.15254 -3.73865 1.49717
H 5.07033 -3.26774 2.95200
H 3.33689 -2.88335 2.83718
H 7.61603 0.37531 0.62035
H 6.66683 -0.55139 1.81291
H 6.83116 -1.15055 0.14276
H 4.63255 3.53900 -1.61973
H 5.04204 2.65050 -0.12822
H 3.34262 3.06874 -0.47752
H 2.00156 0.37296 -2.23933
H -0.52040 -0.81354 -2.53167
H -0.80515 1.46775 -2.72408
H -0.62146 3.73837 -1.87599
H -1.08936 5.56475 -0.46765
H 0.14903 6.35167 0.54091
H 0.62588 5.53578 -0.96849
H 0.58064 2.21750 1.93155
H 0.39628 -0.07951 1.06765

=====

(2)
Here is a structure of composition C27H36N4O9 in a non-equilibrium geometry from the OMol25 dataset. Energies are from the ωB97M-V functional and the def2-TZVPD basis.

ΔE to the lowest compared entry with this formula, charge and spin in kJ/mol: 2360.04
Energy in Ha: -1945.68338
Total charge: 0
Strongest force on any atom in eV/Å: 19.1
E_LUMO in eV: -0.10
Gap between HOMO and LUMO in eV: 8.21

Element x y z (Å)
N -2.56014 3.01779 -3.17132
C -1.89294 1.85365 -2.88454
C -1.14312 1.71746 -1.70299
C -1.09641 2.82454 -0.81754
C -1.70542 4.03796 -1.15612
C -2.43457 4.07785 -2.34171
H -1.88075 1.03655 -3.59066
H -0.61873 0.82004 -1.40964
H -0.52274 2.77592 0.09621
H -1.69932 4.84966 -0.44372
H -2.99233 4.98379 -2.52759
N -1.04053 -0.26663 -0.59745
C -0.67205 0.50079 0.46476
C 0.62384 0.75343 0.80600
C 1.62569 0.06092 0.06687
C 1.31032 -0.74910 -1.02513
C -0.04021 -0.86369 -1.32484
H -1.43992 0.97523 1.05779
H 0.84062 1.53499 1.51914
H 2.65393 0.20728 0.36301
H 2.13307 -1.02053 -1.66995
H -0.34880 -1.43158 -2.19010
C -2.98324 0.95983 -0.19375
C -3.22452 -0.47691 0.16520
O -4.37733 -0.39249 0.92686
C -4.44314 0.75092 1.52977
O -5.26661 1.11686 2.34501
O -3.52348 1.58497 0.92100
H -3.56406 1.17225 -1.09132
H -1.92844 1.21530 -0.29487
H -2.39296 -0.86428 0.75388
H -3.37914 -1.12026 -0.70100
C -1.96429 -0.60530 4.88975
C -1.90542 0.87333 5.12224
O -2.32034 1.47363 3.86662
C -2.14062 0.52921 2.83521
O -2.33896 0.67485 1.64031
O -1.90589 -0.71570 3.46539
H -2.87186 -1.06480 5.28126
H -1.17016 -1.09063 5.45712
H -0.88586 1.20875 5.31222
H -2.64537 1.24891 5.82900
C 1.55396 2.13317 -0.77831
C 1.29273 3.47043 -1.49588
O 2.61065 4.10028 -1.52333
C 3.52980 3.18092 -1.33509
O 4.74796 3.40851 -1.25478
O 2.92657 1.99661 -1.01158
H 0.97718 1.32496 -1.22801
H 1.28870 2.14479 0.27886
H 0.58241 4.15666 -1.03476
H 1.04831 3.29347 -2.54328
C 0.30231 -3.41606 -0.74279
C 0.91958 -4.21453 -1.86615
C 1.67639 -3.26244 -2.82583
C 0.77231 -2.19755 -3.36631
N 0.01548 -1.41327 -3.76065
H -0.53889 -2.87699 -1.17854
H 1.03651 -2.67575 -0.42500
H -0.07711 -4.03286 0.07188
H 0.13151 -4.76724 -2.37757
H 1.53504 -5.04697 -1.52505
H 2.13618 -3.82547 -3.63805
H 2.46682 -2.80477 -2.23097
C 1.75816 -2.06202 1.26461
C 3.12696 -2.70321 1.53985
C 4.26597 -2.15604 0.67174
C 3.88993 -1.95884 -0.74216
N 3.58443 -1.72182 -1.81539
H 1.85040 -0.97600 1.25270
H 1.02455 -2.43398 1.97984
H 1.45582 -2.35000 0.25775
H 3.09860 -3.77527 1.34497
H 3.42358 -2.67359 2.58829
H 5.13006 -2.81729 0.73661
H 4.58916 -1.22236 1.13204

=====

(3)
Here is a structure of composition C27H37BFN11O4PtSi from the OMol25 dataset. Energies are from the ωB97M-V functional and the def2-TZVPD basis.

ΔE to the lowest compared entry with this formula, charge and spin in kJ/mol: 12.07
Energy in Ha: -2488.00555
Total charge: 0
Strongest force on any atom in eV/Å: 0.9
E_LUMO in eV: -0.81
Gap between HOMO and LUMO in eV: 7.91

Element x y z (Å)
Pt -0.04222 0.19612 -0.39993
C -1.04087 -4.90592 1.11947
C 0.27929 -4.50956 0.53772
C 1.41393 -5.31427 0.32053
C 2.34456 -4.47162 -0.24265
C 3.73850 -4.77666 -0.68333
N 1.77374 -3.24258 -0.34382
N 0.50528 -3.27106 0.13890
B 2.44152 -1.95784 -0.87710
N 2.54057 -0.89819 0.25618
N 1.40115 -0.51202 0.89307
C 1.74620 0.01242 2.07836
C 0.75820 0.35719 3.14248
C 3.13296 0.02904 2.16822
C 3.60024 -0.54506 0.99265
C 5.00622 -0.78296 0.56291
N 1.64527 -1.38507 -2.07700
N 0.30963 -1.12906 -1.94304
C -0.23483 -1.12677 -3.16836
C -1.69622 -1.03271 -3.42418
C 0.77683 -1.32091 -4.10382
C 1.94798 -1.47124 -3.38069
C 3.32716 -1.73437 -3.87792
H -0.99976 -5.92393 1.50484
H -1.83341 -4.86743 0.36936
H -1.32491 -4.24548 1.94016
H 1.53781 -6.36199 0.54026
H 3.96156 -5.82157 -0.47522
H 4.47359 -4.16385 -0.15925
H 3.87101 -4.61010 -1.75373
H 3.53244 -2.27741 -1.23464
H -0.15921 0.77697 2.74022
H 1.19618 1.06115 3.84994
H 0.50449 -0.54790 3.69839
H 3.72510 0.36838 3.00138
H 5.67561 -0.68745 1.41531
H 5.30071 -0.04665 -0.18664
H 5.13087 -1.77218 0.12763
H -2.24845 -0.99793 -2.49156
H -2.01460 -1.91721 -3.97786
H -1.94550 -0.15250 -4.01551
H 0.66340 -1.37819 -5.17299
H 3.30908 -1.84668 -4.95970
H 3.74388 -2.64011 -3.43979
H 3.99147 -0.90625 -3.62832
C -3.13805 2.05603 1.38232
Si -3.36007 0.37502 0.60199
C -4.33650 0.49779 -0.99571
C -4.29253 -0.74712 1.78614
C -1.72153 -0.58771 0.49324
H -4.08916 2.59418 1.37940
H -2.40695 2.66170 0.84652
H -2.81126 1.95726 2.42029
H -4.64440 1.53000 -1.17683
H -5.24286 -0.10700 -0.92482
H -3.78709 0.17111 -1.87408
H -5.27241 -0.31488 2.00579
H -3.76721 -0.87360 2.73485
H -4.45820 -1.73575 1.35251
H -1.85481 -1.55526 0.00479
H -1.34327 -0.79553 1.49757
F -1.95419 4.09198 4.43699
C -1.53123 4.49649 3.23531
C -0.37802 4.06412 2.72937
N 0.07698 4.47247 1.49277
C 1.24369 3.85103 0.90269
C 0.94803 2.50240 0.27681
O 1.64921 2.03521 -0.61569
O -0.07331 1.85658 0.76092
C -0.65870 5.33890 0.69490
O -0.28788 5.70228 -0.39590
N -1.85058 5.75268 1.25805
C -2.40674 5.39199 2.48382
O -3.48590 5.79303 2.84320
H 0.25285 3.37410 3.27121
H 2.01723 3.71498 1.66140
H 1.63896 4.50096 0.12707
H -2.41110 6.35666 0.67236
N -1.22287 1.20668 -1.63233
C -1.71140 2.24375 -1.89267
N -2.25045 3.35266 -2.11570
C -3.05478 3.62947 -3.12991
N -3.78996 3.89670 -3.97955

=====

(4)
Here is a structure of composition C27H37FIN11O2S in a non-equilibrium geometry from the OMol25 dataset. Energies are from the ωB97M-V functional and the def2-TZVPD basis.

ΔE to the lowest compared entry with this formula, charge and spin in kJ/mol: 0.00
Energy in Ha: -2599.43892
Total charge: 0
Strongest force on any atom in eV/Å: 2.8
E_LUMO in eV: -1.74
Gap between HOMO and LUMO in eV: 7.54

Element x y z (Å)
O 4.02014 -1.45179 -0.21083
S 2.71100 -1.02390 -0.58408
O 2.57829 -0.53632 -1.91254
F 1.84686 -2.29353 -0.44419
N 2.20964 0.13284 0.53410
I 3.95356 1.24099 0.94284
C 1.23541 1.10445 -0.06459
C -0.06898 0.48221 -0.46264
C -0.52546 -0.70918 0.09099
C -1.73791 -1.28128 -0.27743
C -2.52372 -0.63246 -1.22387
C -2.07866 0.57088 -1.75589
C -0.86866 1.13793 -1.40074
H 1.04055 1.83906 0.71361
H 1.70873 1.61219 -0.90062
H 0.08252 -1.20596 0.83338
H -2.03551 -2.21329 0.17650
H -3.46165 -1.07234 -1.52625
H -2.71790 1.07171 -2.46505
H -0.55220 2.06849 -1.84609
C -5.34832 1.55655 0.74307
C -4.01586 2.14775 0.70097
N -2.94740 2.56101 0.66933
H -5.28449 0.56243 1.16072
H -6.00475 2.16710 1.36035
H -5.76156 1.49142 -0.26145
C -6.62698 -0.70570 4.16109
C -6.83697 -0.82723 2.72609
N -6.96217 -0.91909 1.58992
H -6.85016 0.30958 4.48583
H -7.27585 -1.39928 4.69351
H -5.58933 -0.93542 4.38991
C -2.62521 -2.05714 5.98570
C -3.18985 -1.88366 4.65271
N -3.63362 -1.74387 3.60414
H -1.88725 -2.85621 5.97169
H -2.14434 -1.13424 6.30372
H -3.41561 -2.31392 6.68880
C 4.42923 2.25356 -4.21191
C 3.43572 2.76863 -3.28353
N 2.65745 3.17448 -2.54442
H 4.53181 2.92953 -5.05924
H 5.38928 2.14460 -3.69397
H 4.11560 1.27467 -4.57214
C 2.88425 -1.50435 3.70518
C 2.18117 -1.07446 4.90866
N 1.62205 -0.73656 5.85040
H 2.61596 -0.85821 2.87127
H 3.95965 -1.45547 3.86348
H 2.60665 -2.52903 3.46490
C 7.07285 -0.36752 -0.84414
C 7.00903 0.74337 -1.78572
N 6.95873 1.60776 -2.53742
H 6.32519 -1.11445 -1.10606
H 8.06226 -0.81946 -0.87642
H 6.87597 -0.00837 0.16349
C -2.14924 3.22756 -5.04431
C -2.87723 1.96473 -4.99566
N -3.44903 0.97241 -4.95463
H -1.45228 3.21911 -5.87961
H -2.84821 4.05165 -5.17029
H -1.59411 3.36928 -4.11857
C 3.86339 6.68551 -2.31499
C 3.25883 7.90320 -2.84317
N 2.78278 8.85945 -3.25831
H 3.74506 6.65268 -1.23405
H 3.38059 5.81179 -2.74885
H 4.92415 6.66483 -2.55795
C -5.09372 -5.67217 3.20243
C -5.64781 -5.29721 4.49826
N -6.07751 -4.98953 5.51548
H -5.56445 -5.08346 2.41759
H -4.02209 -5.48501 3.19241
H -5.27492 -6.72871 3.01592
C 3.46587 -4.05329 -2.86240
C 4.52552 -4.59521 -3.70509
N 5.36068 -5.02114 -4.36417
H 2.85072 -3.36332 -3.43719
H 2.84040 -4.86153 -2.48847
H 3.90340 -3.52112 -2.01947

=====

(5)
Here is a structure of composition C27H37GaN4O4PS2Si from the OMol25 dataset. Energies are from the ωB97M-V functional and the def2-TZVPD basis.

ΔE to the lowest compared entry with this formula, charge and spin in kJ/mol: 20.91
Energy in Ha: -4923.01112
Total charge: +1
Strongest force on any atom in eV/Å: 0.4
E_LUMO in eV: -2.88
Gap between HOMO and LUMO in eV: 7.38

Element x y z (Å)
Ga 1.84764 0.19306 0.34303
S 2.56389 1.54990 -1.43101
C 3.11386 2.93770 -0.46272
C 4.30104 3.58911 -0.78382
C 4.74321 4.65574 -0.01748
C 4.00695 5.08249 1.08035
C 2.81254 4.45026 1.38954
C 2.36032 3.38837 0.61674
H 4.88226 3.25646 -1.63494
H 5.66979 5.15192 -0.27556
H 4.35685 5.91023 1.68229
H 2.22106 4.78530 2.23203
H 1.40880 2.92390 0.85339
C -9.20681 -1.23289 1.91310
C -7.72542 -1.12659 1.68093
O -7.17311 -1.57888 0.70972
S -6.88217 -0.25530 2.98408
C -5.22831 -0.18462 2.34837
C -4.75717 0.99756 1.79177
C -3.44953 1.07985 1.34136
C -2.59982 -0.02316 1.43000
C -3.08259 -1.20997 1.99296
C -4.38564 -1.28724 2.45338
C -1.24592 0.05628 0.95976
C -0.09550 0.13484 0.58369
H -9.72022 -0.78535 1.06236
H -9.52166 -0.74469 2.83272
H -9.47232 -2.28927 1.94905
H -5.41566 1.85196 1.70965
H -3.07706 2.00527 0.92145
H -2.42060 -2.06138 2.08393
H -4.75114 -2.20095 2.90354
C 3.74798 -1.66443 2.53089
Si 3.45364 0.14666 2.11249
C 5.07322 0.89449 1.52184
C 2.87716 1.07106 3.63721
H 4.49000 -1.75458 3.32819
H 4.12424 -2.20878 1.66144
H 2.83360 -2.15801 2.86536
H 5.89980 0.54730 2.14801
H 5.03433 1.98405 1.57917
H 5.32153 0.63077 0.49013
H 3.62055 0.99521 4.43507
H 1.93468 0.67385 4.01804
H 2.73267 2.12956 3.41474
N -4.80186 -1.28414 -0.93356
C -4.45700 -0.14357 -1.56803
O -5.21480 0.76598 -1.83184
C -3.00909 -0.03250 -1.98690
C -2.48393 1.24098 -2.20018
C -1.16758 1.39520 -2.58522
C -0.40071 0.26881 -2.79535
N -0.93344 -0.94390 -2.61513
C -2.20139 -1.11999 -2.21014
H -5.72457 -1.31966 -0.51215
H -4.09295 -1.79408 -0.43250
H -3.14120 2.08915 -2.05630
H -0.71834 2.36761 -2.72378
H 0.63198 0.28542 -3.10868
H -2.53145 -2.14277 -2.09752
N 4.49587 -0.71502 -2.70554
C 4.26947 -2.09885 -2.17599
P 2.42729 -2.11472 -2.02081
O 1.99836 -1.40750 -3.27186
O 2.18120 -1.47226 -0.67587
C 1.73103 -3.79137 -2.02803
N 0.54903 -3.71902 -2.89923
H 3.92712 -0.63250 -3.55876
H 5.47462 -0.52232 -2.90743
H 4.09381 0.05157 -2.10868
H 4.80156 -2.22248 -1.23763
H 4.64395 -2.79456 -2.92671
H 1.41862 -4.01487 -1.00874
H 2.47195 -4.53966 -2.32938
H 0.06775 -4.61078 -2.89670
H 0.84285 -3.53218 -3.85159
H -0.36915 -1.80311 -2.72598

=====

(6)
Here is the ion C27H37N4O5S with charge +1 in a non-equilibrium geometry from the OMol25 dataset. Energies are from the ωB97M-V functional and the def2-TZVPD basis.

ΔE to the lowest compared entry with this formula, charge and spin in kJ/mol: 0.00
Energy in Ha: -2044.31491
Total charge: +1
Strongest force on any atom in eV/Å: 1.1
E_LUMO in eV: -2.04
Gap between HOMO and LUMO in eV: 8.99
SMILES: CC(C)([NH3+])C(=O)N[C@H](COCc1ccccc1)C(=O)N1CCC2(CC1)CN(S(C)(=O)=O)c1ccccc12

Element x y z (Å)
C 1.44769 2.56553 -2.50435
C 1.89042 2.50733 -1.04950
C 3.27257 3.11148 -0.83199
N 0.89465 3.23121 -0.20440
C 1.82915 1.07284 -0.46648
O 1.28754 0.92290 0.62018
N 2.37959 0.08997 -1.17613
C 2.00163 -1.28667 -0.90180
C 3.13802 -2.28803 -1.20560
O 3.87569 -2.67702 -0.08616
C 4.87649 -1.77527 0.35110
C 4.37998 -0.67508 1.25709
C 4.94713 0.59036 1.20749
C 4.53128 1.57687 2.08590
C 3.52679 1.31512 3.00184
C 2.95210 0.05642 3.05116
C 3.38678 -0.93619 2.19268
C 0.78509 -1.57331 -1.80287
O 0.63932 -0.91155 -2.81914
N -0.05041 -2.55558 -1.43686
C -0.10339 -3.18710 -0.13658
C -1.07317 -2.41055 0.77518
C -2.14536 -1.68354 -0.06456
C -2.49922 -2.56428 -1.27246
C -1.27826 -2.75004 -2.18941
C -1.67196 -0.27144 -0.49704
N -2.49278 0.69184 0.22864
S -2.69729 2.20011 -0.38872
C -4.04561 2.11811 -1.57901
O -3.01024 3.11487 0.65770
O -1.46627 2.49085 -1.11644
C -3.51726 0.01579 0.89932
C -4.55679 0.56973 1.62026
C -5.45906 -0.29958 2.21926
C -5.31917 -1.67219 2.09608
C -4.26552 -2.21544 1.37250
C -3.36398 -1.36317 0.76991
H 2.18819 2.12088 -3.16215
H 1.31769 3.60108 -2.81005
H 0.50434 2.04199 -2.63870
H 4.02416 2.53166 -1.35931
H 3.53063 3.10632 0.22444
H 3.30718 4.13110 -1.20999
H 0.90459 2.70944 0.70358
H -0.08798 3.07164 -0.59364
H 1.09239 4.22451 -0.08939
H 2.63040 0.26628 -2.13978
H 1.74404 -1.33050 0.15741
H 2.69974 -3.21229 -1.59376
H 3.78917 -1.86417 -1.98363
H 5.40654 -1.34953 -0.51207
H 5.58291 -2.39824 0.91169
H 5.73230 0.79877 0.49429
H 5.00586 2.54808 2.06468
H 3.20146 2.08586 3.68463
H 2.17477 -0.15440 3.76945
H 2.96688 -1.93030 2.24691
H 0.88734 -3.26487 0.30633
H -0.47131 -4.20391 -0.29683
H -1.55888 -3.10675 1.45909
H -0.53733 -1.67671 1.37826
H -3.32119 -2.12124 -1.83565
H -2.84257 -3.52948 -0.89898
H -1.27259 -2.02840 -3.00740
H -1.27580 -3.75542 -2.62098
H -0.63211 -0.08889 -0.22691
H -1.77932 -0.11115 -1.57264
H -4.90629 1.69219 -1.07884
H -4.25790 3.12810 -1.90512
H -3.72763 1.50648 -2.41298
H -4.64735 1.63886 1.72358
H -6.28058 0.10468 2.78946
H -6.03319 -2.32734 2.56921
H -4.16125 -3.28580 1.28313